Here is C4H5OP in the gas phase in a non-equilibrium geometry from the OMol25 dataset. Energies are from ωB97M-V/def2-TZVPD.

XYZ file:
```
11
Properties=species:S:1:pos:R:3:forces:R:3:mulliken_charge:R:1
C -0.648 0.491 1.095 -0.45 1.54 0.04 -0.187
C -0.027 1.183 -0.058 0.80 -2.02 -0.37 -0.510
C -0.800 -0.828 1.120 -0.64 0.02 -0.66 -0.502
C 0.491 0.327 -0.970 -1.54 -2.84 0.87 0.281
O 1.149 0.537 -2.144 -0.04 -0.75 -0.04 -0.504
P -0.174 -1.507 -0.408 0.10 1.52 -1.59 -0.124
H -1.057 1.087 1.887 0.03 0.42 0.45 0.335
H 0.160 2.216 -0.144 -0.13 1.21 0.25 0.421
H -1.292 -1.440 1.877 0.21 0.42 -0.12 0.397
H 1.298 -0.320 -2.629 -0.32 1.29 0.95 0.352
H 0.900 -1.746 0.372 1.98 -0.82 0.23 0.042
```
Forces are in eV/Å.

Summary:
Structure (SMILES)   OC1=[PH]=CC=C1
HOMO-LUMO gap   9.111 eV
HOMO   -8.4 eV
Strongest force on any atom   3.34 eV/Å

***

Here is C4H6 in the gas phase from the OMol25 dataset. Energies are from ωB97M-V/def2-TZVPD.

XYZ file:
```
10
Properties=species:S:1:pos:R:3:forces:R:3:mulliken_charge:R:1
C -0.985 0.982 -0.013 0.06 0.04 -0.02 -1.029
C -0.394 -0.300 0.458 -0.07 -0.06 -0.06 0.058
C 0.837 -0.811 0.188 -0.19 0.16 -0.31 -0.140
C 1.724 -0.098 -0.677 -0.12 -0.56 0.06 -0.609
H -1.850 0.760 -0.650 0.12 0.01 0.06 0.282
H -0.276 1.582 -0.582 -0.01 -0.09 0.15 0.376
H -1.382 1.546 0.839 0.07 -0.07 -0.06 0.276
H -1.072 -0.947 1.014 -0.03 0.09 0.01 0.302
H 0.987 -1.843 0.517 0.20 0.15 0.10 0.323
H 2.411 -0.871 -1.093 -0.04 0.34 0.09 0.161
```
Forces are in eV/Å.

Summary:
HOMO-LUMO gap   7.638 eV
HOMO   -8.3 eV
Strongest force on any atom   0.58 eV/Å

***

Here is C4H6 in the gas phase in a non-equilibrium geometry from the OMol25 dataset. Energies are from ωB97M-V/def2-TZVPD.

XYZ file:
```
10
Properties=species:S:1:pos:R:3:forces:R:3:mulliken_charge:R:1
C -1.019 1.016 -0.001 0.00 0.19 0.05 -0.873
C -0.335 -0.173 0.562 -0.54 0.50 0.24 -0.196
C 0.849 -0.693 0.106 0.38 -0.31 -0.29 -0.075
C 2.124 -0.424 -0.298 -1.01 -0.25 -0.18 -0.401
H -1.648 0.695 -0.847 0.13 0.12 0.15 0.242
H -0.288 1.730 -0.389 -0.10 0.05 0.06 0.317
H -1.689 1.478 0.729 0.12 0.05 -0.08 0.282
H -0.914 -0.811 1.232 -0.03 0.07 -0.29 0.304
H 0.456 -1.729 0.016 0.98 -0.57 0.14 0.219
H 2.463 -1.088 -1.110 0.07 0.17 0.20 0.181
```
Forces are in eV/Å.

Summary:
HOMO-LUMO gap (alpha / beta)   7.390 / 8.038 eV
HOMO (alpha / beta)   -7.9 / -8.5 eV
Strongest force on any atom   1.14 eV/Å

***

Here is C4H6 in the gas phase in a non-equilibrium geometry from the OMol25 dataset. Energies are from ωB97M-V/def2-TZVPD.

XYZ file:
```
10
Properties=species:S:1:pos:R:3:forces:R:3:mulliken_charge:R:1
C -0.589 -1.400 1.049 0.13 0.00 -0.13 -0.786
C 0.049 -0.721 0.094 -0.06 0.04 -0.26 0.071
C -0.150 0.708 -0.166 0.61 -0.39 0.70 0.024
C 0.603 1.377 -1.023 0.14 0.93 -1.03 -0.733
H -0.411 -2.461 1.223 -0.01 0.30 -0.03 0.261
H -1.311 -0.898 1.700 0.19 -0.18 -0.25 0.221
H 0.814 -1.158 -0.562 -0.41 -0.25 0.37 0.219
H -0.796 1.234 0.514 -0.41 0.20 0.09 0.269
H 1.284 0.829 -1.707 -0.38 0.60 0.56 0.209
H 0.505 2.489 -1.123 0.21 -1.26 -0.03 0.244
```
Forces are in eV/Å.

Summary:
Structure (SMILES)   C=CC=C
HOMO-LUMO gap   10.162 eV
HOMO   -9.0 eV
Strongest force on any atom   1.40 eV/Å

***

Here is C4H6Ag2F2O2 as an isolated structure in a non-equilibrium geometry from the OMol25 dataset. Energies are from ωB97M-V/def2-TZVPD.

XYZ file:
```
16
Properties=species:S:1:pos:R:3:forces:R:3:mulliken_spin:R:1
Ag 2.886 5.718 2.020 -0.42 -0.50 0.14 -0.027
Ag -0.579 2.959 3.757 0.67 0.50 -0.29 -0.049
F 0.144 5.842 3.344 0.43 -0.81 -0.25 0.690
F 1.993 2.699 1.946 -0.74 0.93 0.52 0.389
O -0.957 -0.032 1.259 0.09 0.42 -0.42 0.792
C -0.743 -0.694 0.256 -0.78 -4.04 -0.35 -0.054
O -1.171 -2.010 0.234 0.07 4.51 2.37 0.108
C -0.706 -2.665 -0.883 1.12 -1.77 -2.53 0.001
C -0.156 -1.648 -1.871 -0.81 0.07 -0.35 0.023
C 0.089 -0.395 -0.989 0.02 0.37 -0.25 0.116
H -1.585 -3.156 -1.302 0.19 -0.36 0.07 0.011
H 0.071 -3.377 -0.605 -0.28 -0.14 0.29 -0.002
H -0.901 -1.521 -2.657 -0.24 0.78 0.28 0.000
H 0.689 -1.979 -2.475 0.49 0.07 0.69 0.009
H -0.173 0.560 -1.444 -0.06 -0.01 0.10 -0.003
H 1.099 -0.303 -0.589 0.25 -0.02 -0.03 -0.005
```
Forces are in eV/Å.

Summary:
Multiplicity   3
HOMO-LUMO gap (alpha / beta)   9.670 / 3.190 eV
HOMO (alpha / beta)   -18.2 / -15.6 eV
Charge   +2
<S²>   2.060
Strongest force on any atom   5.10 eV/Å

***

Here is C4H6AgClCuO2 as an isolated structure in a non-equilibrium geometry from the OMol25 dataset. Energies are from ωB97M-V/def2-TZVPD.

XYZ file:
```
15
Properties=species:S:1:pos:R:3:forces:R:3:mulliken_spin:R:1
Ag 24.861 -17.410 -22.842 0.18 0.58 0.89 0.000
Cu 29.041 -17.782 -19.936 -0.42 0.42 0.18 0.000
Cl 25.788 -15.544 -19.956 0.23 -1.04 -1.14 0.000
O 20.788 -11.975 -18.883 0.08 -0.03 0.16 0.837
C 21.362 -11.603 -19.906 -0.80 0.57 -2.20 -0.031
O 20.790 -11.513 -21.057 -2.50 -1.03 1.92 0.056
C 21.618 -11.075 -22.102 0.54 0.24 -1.47 0.000
C 22.974 -11.030 -21.510 1.79 -0.14 -0.08 0.016
C 22.809 -11.158 -20.012 -0.97 -0.56 1.63 0.118
H 21.299 -10.089 -22.441 -0.40 -0.26 -0.01 -0.001
H 21.553 -11.835 -22.881 -0.30 0.35 -0.13 0.002
H 23.472 -10.130 -21.871 0.32 -0.08 0.51 0.009
H 23.563 -11.907 -21.779 0.07 0.20 -0.37 0.002
H 22.752 -10.299 -19.343 0.99 0.27 -0.06 -0.005
H 23.245 -12.047 -19.558 1.18 0.52 0.16 -0.003
```
Forces are in eV/Å.

Summary:
Multiplicity   2
HOMO-LUMO gap (alpha / beta)   5.746 / 3.273 eV
HOMO (alpha / beta)   -14.4 / -14.4 eV
Charge   +2
<S²>   0.756
Strongest force on any atom   3.32 eV/Å

***

Here is C4H6AlFO4 as an isolated structure in a non-equilibrium geometry from the OMol25 dataset. Energies are from ωB97M-V/def2-TZVPD.

XYZ file:
```
16
Properties=species:S:1:pos:R:3:forces:R:3:mulliken_spin:R:1
C 1.928 0.913 0.729 1.21 -0.13 1.87 0.018
O 1.368 1.115 -0.526 0.67 -0.65 1.16 0.136
Al 0.829 2.376 -1.425 0.17 1.89 -1.36 0.783
H 1.435 0.071 1.251 0.19 0.46 -0.39 0.005
H 3.005 0.668 0.660 -0.54 0.10 -0.11 -0.004
H 1.832 1.818 1.358 0.05 -0.43 -0.19 -0.001
C -0.571 0.471 -1.029 -2.11 -4.17 0.79 0.039
O -0.154 -0.813 -1.164 -0.10 1.28 -0.56 -0.003
C -0.675 -1.599 -0.130 -0.13 -0.50 0.54 0.000
C -1.800 -0.735 0.432 0.01 -0.75 0.62 0.000
O -1.495 0.564 -0.075 1.08 1.09 -0.86 0.004
O -0.475 1.283 -1.952 -0.49 1.22 -1.05 0.022
F 0.310 -1.803 0.802 -0.31 0.07 -0.23 0.000
H -0.973 -2.576 -0.522 0.10 0.29 0.01 0.000
H -2.783 -1.050 0.065 0.23 0.24 0.03 0.000
H -1.782 -0.706 1.526 -0.03 -0.02 -0.28 0.000
```
Forces are in eV/Å.

Summary:
Multiplicity   2
HOMO-LUMO gap (alpha / beta)   9.575 / 8.879 eV
HOMO (alpha / beta)   -13.5 / -15.4 eV
Charge   +1
<S²>   0.751
Strongest force on any atom   4.74 eV/Å

***

Here is C4H6As2F15N2O8Pt as an isolated structure in a non-equilibrium geometry from the OMol25 dataset. Energies are from ωB97M-V/def2-TZVPD.

XYZ file:
```
38
Properties=species:S:1:pos:R:3:forces:R:3:mulliken_spin:R:1
Pt -1.027 -0.461 0.643 -0.52 0.35 -1.02 0.957
N -2.313 -5.158 0.992 0.27 -0.78 -1.67 0.002
O -2.260 -3.957 1.057 -0.33 3.76 1.09 0.000
O -3.341 -5.764 1.279 -0.88 -1.03 0.77 0.000
O -1.334 -5.721 0.488 1.16 -1.85 -0.12 0.000
N -1.121 0.888 -3.095 -1.62 -0.07 3.25 -0.001
O -1.119 1.595 -2.057 0.76 2.46 0.20 0.030
O -1.152 -0.298 -2.798 0.63 -3.30 -1.45 0.008
O -1.267 1.330 -4.217 0.56 0.47 -1.17 0.004
As -6.309 1.169 0.356 -0.30 0.70 0.54 0.000
F -4.714 0.327 0.480 -1.37 1.24 0.23 -0.001
F -7.050 -0.446 0.590 0.22 1.67 0.02 0.000
F -7.951 2.012 0.184 1.39 -1.50 0.24 0.000
F -5.663 2.780 0.077 0.28 -0.96 0.27 0.000
F -6.235 0.910 -1.401 -0.39 -0.02 1.13 0.000
F -6.352 1.603 2.167 0.03 -1.13 -2.43 0.000
As -1.078 3.906 3.864 -1.85 -0.08 0.58 0.000
F -1.421 2.252 3.283 1.08 1.14 -0.16 0.001
F -1.821 4.674 2.385 1.25 -1.27 1.46 0.000
F -1.011 5.556 4.509 0.68 -0.81 -0.12 0.000
F -0.407 3.200 5.418 -0.26 0.84 -1.63 0.000
F 0.581 3.988 3.221 -1.42 -0.14 0.32 0.000
F -2.677 3.775 4.622 0.75 0.32 -0.38 0.000
C 3.839 -1.073 -0.175 -2.15 0.81 -2.05 -0.026
O 3.206 -1.281 -1.432 0.98 -0.49 0.18 0.013
O 2.793 -0.756 0.728 2.52 -1.05 -0.64 0.922
C 4.855 -2.226 0.105 -0.92 0.94 0.44 0.028
F 5.413 -1.874 1.267 0.27 -0.71 0.81 0.001
F 4.293 -3.414 0.127 -0.22 -0.37 0.62 0.001
F 5.869 -2.322 -0.767 -0.13 0.42 -0.33 0.000
C 3.699 -0.653 -2.614 1.53 0.19 -0.51 0.001
C 5.170 -0.845 -3.103 0.12 -1.53 0.04 0.002
H 5.304 -1.887 -3.394 -0.03 -0.19 -0.20 0.000
H 5.329 -0.256 -4.006 -0.30 0.17 0.02 0.000
H 6.046 -0.692 -2.473 -0.46 0.60 0.52 -0.001
H 3.651 0.436 -2.619 -1.15 0.10 0.43 -0.001
H 3.116 -1.133 -3.401 -0.34 0.61 0.12 0.000
H 4.457 -0.182 -0.289 0.17 0.50 0.61 0.059
```
Forces are in eV/Å.

Summary:
Multiplicity   3
HOMO-LUMO gap (alpha / beta)   4.695 / 3.450 eV
HOMO (alpha / beta)   -1.2 / -1.2 eV
Charge   -3
<S²>   2.036
Strongest force on any atom   3.93 eV/Å

***

In order of appearance, ΔE to the lowest compared entry with this formula, charge and spin = 22.9; 70.3; 88.1; 2.5; 26.3; 64.2; 1.4; 156.8 kcal per mole.